A structure of composition C5H9NO, computed with ωB97M-V/def2-TZVPD.

The largest force on an atom is 0.5 eV/Å. Its gap between HOMO and LUMO is 10.954 eV. As for the energy above the lowest of the compared OMol25 structures with the same formula, charge and spin: 1.3875 eV. The net charge is 0. The calculated total energy is -8867.825 eV.

Positions of all 16 atoms, in Å:
C 0.536 -0.449 1.433
C 0.170 0.084 0.057
C 0.181 1.609 -0.005
C 0.783 -0.590 -1.190
O -0.549 -0.916 -1.685
C -1.101 -0.523 -0.488
N -2.230 -0.718 0.023
H 0.579 -1.543 1.437
H 1.497 -0.054 1.779
H -0.242 -0.148 2.144
H -0.538 2.020 0.711
H 1.177 1.995 0.244
H -0.089 1.969 -1.003
H 1.333 -1.514 -0.990
H 1.336 0.044 -1.889
H -2.842 -1.267 -0.577

***

A cluster of 2 separate species, Br2HOPS in total in a non-equilibrium geometry, computed with ωB97M-V/def2-TZVPD.

The largest force on an atom is 3.4 eV/Å. Its gap between HOMO and LUMO is 5.642 eV. As for the energy above the lowest of the compared OMol25 structures with the same formula, charge and spin: 2.6357 eV. The net charge is 0. The calculated total energy is -162272.201 eV.

Positions of all 6 atoms, in Å:
O 0.764 1.003 0.321
P -0.314 -0.260 0.524
S -1.080 -0.511 2.302
Br 0.782 -2.153 -0.171
Br -1.276 0.966 -2.419
H 1.124 0.955 -0.558

***

An isolated molecule of H4N4O in a non-equilibrium geometry, computed with ωB97M-V/def2-TZVPD.

The largest force on an atom is 3.6 eV/Å. Its gap between HOMO and LUMO is 10.206 eV. As for the energy above the lowest of the compared OMol25 structures with the same formula, charge and spin: 0.9966 eV. The net charge is 0. The calculated total energy is -8067.884 eV. Its SMILES is NNNN=O.

Positions of all 9 atoms, in Å:
N -1.373 0.738 0.108
N -0.925 -0.532 0.038
N 0.593 -0.640 0.093
N 1.342 0.395 -0.027
O 2.575 0.273 0.052
H -0.848 1.154 0.970
H -1.030 1.364 -0.562
H -1.114 -1.116 -0.807
H 0.780 -1.637 0.135

***

An isolated molecule of C5H4N2O2 in a non-equilibrium geometry, computed with ωB97M-V/def2-TZVPD.

The largest force on an atom is 5.1 eV/Å. Its gap between HOMO and LUMO is 8.208 eV. As for the energy above the lowest of the compared OMol25 structures with the same formula, charge and spin: 2.1460 eV. The net charge is 0. The calculated total energy is -12322.932 eV. Its SMILES is [H]/N=C1\N=CC(=O)OC1=C.

Positions of all 13 atoms, in Å:
H 2.372 -1.836 -0.231
N 2.140 -0.840 -0.137
C 0.853 -0.693 0.002
N -0.063 -1.705 0.026
C -1.306 -1.386 0.061
C -1.898 -0.039 -0.095
O -3.026 0.296 -0.028
O -0.929 0.930 -0.164
C 0.420 0.786 0.000
C 1.033 1.924 0.059
H -2.061 -2.213 0.174
H 0.398 2.803 0.010
H 2.068 1.972 0.323

***

An isolated molecule of C6H10, computed with ωB97M-V/def2-TZVPD.

The largest force on an atom is 0.3 eV/Å. Its gap between HOMO and LUMO is 10.767 eV. As for the energy above the lowest of the compared OMol25 structures with the same formula, charge and spin: 1.3729 eV. The net charge is 0. The calculated total energy is -6382.487 eV. Its SMILES is C[C@H]1C[C@H]2C[C@H]21.

Positions of all 16 atoms, in Å:
C -1.084 -0.672 1.505
C -0.559 0.356 0.517
C 0.949 0.722 0.474
C 0.872 0.707 -1.056
C 0.648 -0.699 -1.494
C -0.523 0.104 -0.993
H -0.810 -0.392 2.530
H -2.177 -0.736 1.462
H -0.680 -1.671 1.307
H -1.109 1.298 0.635
H 1.201 1.675 0.944
H 1.616 -0.055 0.871
H 1.229 1.487 -1.719
H 1.090 -1.519 -0.930
H 0.650 -0.858 -2.571
H -1.373 0.275 -1.647

***

An isolated molecule of C4H8N2O in a non-equilibrium geometry, computed with ωB97M-V/def2-TZVPD.

The largest force on an atom is 3.4 eV/Å. Its gap between HOMO and LUMO is 9.954 eV. As for the energy above the lowest of the compared OMol25 structures with the same formula, charge and spin: 3.1599 eV. The net charge is 0. The calculated total energy is -9303.233 eV. Its SMILES is O=CN1CCCN1.

Positions of all 15 atoms, in Å:
O 2.742 -0.453 0.293
C 1.971 0.426 0.012
N 0.724 0.302 -0.646
C -0.380 1.186 -0.348
C -1.269 0.212 0.461
C -0.649 -1.223 0.272
N 0.125 -1.012 -0.910
H 2.091 1.512 0.355
H -1.039 1.417 -1.265
H -0.026 2.011 0.272
H -1.311 0.685 1.549
H -2.323 0.158 0.039
H -1.533 -1.893 -0.175
H -0.093 -1.788 1.153
H 0.969 -1.539 -1.062